# 1
{"formula": "C2H7ClN3", "method": "ωB97M-V/def2-TZVPD", "lumo_ev": -4.39, "largest_force_ev_per_a": 6.23, "e_above_lowest_kj_mol": 583.0, "charge": 1, "homo_energy_ev": -12.924, "homo_lumo_gap_ev": 8.54, "symbols": ["C", "C", "N", "N", "N", "Cl", "H", "H", "H", "H", "H", "H", "H"], "positions_angstrom": [[0.343, -0.131, -0.204], [-1.133, 0.051, -0.089], [0.487, 1.208, -0.027], [-0.892, 1.423, 0.267], [0.955, -1.082, 0.714], [-2.004, -0.095, -1.709], [0.934, -0.740, -1.681], [-1.574, -0.676, 0.731], [1.047, 1.845, -0.454], [-1.523, 2.203, -0.264], [1.912, -1.403, 0.405], [0.419, -1.874, 0.625], [1.027, -0.728, 1.686]], "lowdin_charge": [-0.423, -0.644, 0.034, -0.033, 0.232, 0.597, 0.252, 0.153, 0.114, 0.202, 0.196, 0.120, 0.200]}

---

# 2
{"formula": "C20H30ClO2Sc", "method": "ωB97M-V/def2-TZVPD", "lumo_ev": 0.39, "largest_force_ev_per_a": 2.61, "e_above_lowest_kj_mol": 50.6, "homo_energy_ev": -7.536, "homo_lumo_gap_ev": 7.92, "symbols": ["O", "C", "C", "H", "H", "C", "H", "H", "C", "H", "H", "H", "C", "H", "H", "H", "Sc", "C", "C", "C", "H", "C", "C", "H", "H", "H", "H", "C", "C", "C", "H", "C", "C", "H", "H", "H", "H", "O", "C", "C", "H", "H", "C", "H", "H", "C", "H", "H", "H", "H", "Cl", "C", "H", "H"], "positions_angstrom": [[0.539, 0.037, -2.947], [0.481, 1.257, -3.780], [0.400, 0.490, -5.088], [1.404, 1.831, -3.619], [-0.418, 1.875, -3.633], [0.466, -0.755, -4.182], [1.264, 0.651, -5.734], [-0.561, 0.574, -5.598], [1.733, -1.554, -4.391], [2.625, -0.969, -4.144], [1.791, -1.907, -5.429], [1.723, -2.425, -3.735], [-0.790, -1.609, -4.235], [-1.679, -1.055, -3.904], [-0.672, -2.480, -3.579], [-0.971, -1.968, -5.259], [0.059, -0.203, 2.391], [-1.699, -0.497, 4.071], [-1.582, 0.911, 3.884], [-2.030, 1.228, 2.564], [-1.287, 1.641, 4.632], [-2.454, 0.006, 1.947], [-2.248, -1.054, 2.875], [-2.543, -2.088, 2.703], [-1.501, -1.035, 4.992], [-2.169, 2.233, 2.154], [-2.949, -0.086, 0.979], [1.014, -1.891, 3.948], [0.284, -2.616, 2.949], [0.921, -2.410, 1.689], [-0.569, -3.267, 3.133], [2.064, -1.566, 1.907], [2.130, -1.270, 3.305], [2.913, -0.700, 3.804], [0.800, -1.874, 5.018], [0.654, -2.887, 0.745], [2.802, -1.286, 1.153], [0.524, 0.628, 0.328], [-0.588, 0.160, -0.507], [-1.461, 1.370, -0.833], [-1.102, -0.708, -0.066], [-0.033, -0.200, -1.375], [-0.454, 2.516, -0.845], [-2.211, 1.489, -0.040], [-2.011, 1.239, -1.780], [0.598, 2.102, 0.196], [-0.885, 3.498, -0.631], [0.069, 2.557, -1.817], [0.331, 2.507, 1.186], [1.641, 2.376, -0.040], [0.763, 3.108, 3.722], [1.237, 1.457, 3.488], [1.458, 1.096, 4.505], [2.182, 1.525, 2.920]], "lowdin_charge": [-0.133, -0.148, -0.076, 0.128, 0.112, -0.561, 0.116, 0.116, -0.019, 0.095, 0.096, 0.083, -0.016, 0.091, 0.087, 0.095, 0.866, -0.176, -0.192, -0.165, 0.084, -0.181, -0.172, 0.107, 0.110, 0.113, 0.103, -0.165, -0.180, -0.168, 0.107, -0.167, -0.178, 0.110, 0.112, 0.109, 0.112, -0.233, -0.181, -0.140, 0.110, 0.087, -0.135, 0.083, 0.123, -0.126, 0.124, 0.079, 0.063, 0.137, 0.494, -0.737, -0.001, -0.003]}